DFT (ωB97M-V with the def2-TZVPD basis set) results for a 9-piece molecular cluster, C59H62F8N2O2 overall at a distorted geometry.

```
133
Properties=species:S:1:pos:R:3:forces:R:3
C 0.77085 0.99185 1.11541 0.1 0.0 0.1
C 0.02678 0.01921 1.97704 0.5 -1.3 0.4
C -1.34958 0.48458 2.34605 0.3 -0.3 0.2
C 0.51654 -1.17665 2.39438 -0.8 1.5 -0.6
C 1.87516 -1.74118 2.13719 -0.1 0.1 0.0
C 1.87027 -3.23937 1.87478 0.1 -0.1 -0.2
C 1.33754 -3.71331 0.49839 0.0 0.4 0.2
C 0.04632 -4.49097 0.69473 0.0 0.0 -0.3
C 1.10588 -2.59909 -0.52454 -0.2 0.0 -0.3
C 2.34057 -2.16962 -1.28149 0.4 0.0 0.0
O 1.99278 -1.58413 -2.55424 -0.6 0.4 0.5
C 1.68299 -0.26991 -2.57161 1.0 0.9 0.7
O 2.26410 0.62534 -1.94614 -0.9 -1.9 -1.1
N 0.66164 -0.05455 -3.49478 0.3 0.3 0.5
N -0.60441 -0.68016 -3.19669 0.0 0.4 -0.6
H 1.84601 0.94845 1.24137 0.2 -0.1 -0.1
H 0.53386 0.82354 0.06819 0.1 0.0 -0.2
H 0.44201 2.00470 1.33373 0.0 0.2 0.1
H -1.88188 0.84811 1.47359 -0.2 0.0 -0.1
H -1.26166 1.31259 3.04653 -0.1 0.2 0.1
H -1.91005 -0.30720 2.83075 -0.2 -0.1 0.0
H -0.14892 -1.79982 2.98107 -0.1 -0.1 0.2
H 2.36676 -1.21180 1.32802 0.1 0.1 -0.1
H 2.47352 -1.56996 3.02470 0.3 0.1 0.3
H 1.26458 -3.70418 2.64914 0.0 -0.1 0.2
H 2.87660 -3.62368 2.01631 0.2 0.0 0.0
H 2.08740 -4.36985 0.06569 0.0 -0.3 -0.1
H -0.34364 -4.85317 -0.25341 -0.1 -0.1 -0.2
H -0.70596 -3.83728 1.12956 -0.2 0.0 0.2
H 0.19731 -5.34818 1.34110 0.0 -0.1 0.2
H 0.44181 -3.00454 -1.28832 -0.2 -0.1 -0.1
H 0.59373 -1.74818 -0.08305 -0.1 0.2 0.1
H 2.97732 -1.47767 -0.74346 0.1 0.1 0.1
H 2.91848 -3.05052 -1.53803 0.2 -0.1 -0.1
H 0.54834 0.94564 -3.55851 -0.3 0.1 -0.3
H -0.42181 -1.60941 -2.85377 0.1 -0.2 0.0
H -1.05758 -0.14482 -2.46785 0.1 -0.1 0.4
F 3.13534 5.87848 1.46412 0.0 -0.1 -0.1
C 3.37649 5.48218 0.18886 -0.1 0.0 0.0
C 3.09704 4.17773 -0.16554 -0.1 0.0 0.0
C 3.32848 3.78024 -1.47514 0.0 0.0 0.0
C 3.85227 4.68416 -2.39082 0.0 0.0 0.0
C 4.12686 5.98868 -2.00458 0.0 0.0 0.0
C 3.87992 6.40391 -0.70379 0.1 0.1 0.0
H 2.69402 3.49441 0.56813 0.0 0.0 0.0
H 3.08977 2.76943 -1.77919 0.0 0.0 0.1
H 4.03462 4.37346 -3.41027 0.0 0.0 0.0
H 4.52982 6.69311 -2.71937 0.0 0.0 0.0
H 4.07675 7.41727 -0.38186 0.0 0.0 0.0
F 2.53630 -6.72199 0.53974 0.0 -0.1 0.0
C 2.51399 -7.58424 -0.50113 0.0 0.0 0.0
C 1.71394 -8.70468 -0.41677 0.0 0.0 0.0
C 1.69101 -9.57905 -1.49343 0.0 0.0 0.0
C 2.45937 -9.32544 -2.62119 0.0 0.0 0.0
C 3.25599 -8.19000 -2.67721 0.0 0.0 0.1
C 3.28656 -7.30465 -1.60920 0.0 0.0 0.0
H 1.12649 -8.88132 0.47370 0.0 0.0 0.0
H 1.06804 -10.46177 -1.44898 0.0 0.0 0.0
H 2.43855 -10.01198 -3.45704 0.0 0.0 0.0
H 3.85598 -7.99646 -3.55304 0.0 0.0 0.0
H 3.89609 -6.41131 -1.63003 0.0 0.0 0.0
F -1.70467 2.56442 -0.35319 0.1 0.0 -0.1
C -2.96991 2.79180 -0.77249 0.0 0.0 0.0
C -3.52716 1.92936 -1.69397 0.0 -0.1 0.0
C -4.83204 2.15574 -2.10381 0.0 0.0 0.0
C -5.54850 3.23005 -1.59786 0.0 0.0 0.0
C -4.95665 4.08623 -0.67888 -0.1 0.0 0.0
C -3.65504 3.86956 -0.25344 0.0 0.1 0.1
H -2.95213 1.09772 -2.07803 0.0 0.0 0.0
H -5.28989 1.48789 -2.82110 0.0 0.0 0.0
H -6.56501 3.39985 -1.92342 0.0 0.0 0.0
H -5.50969 4.92726 -0.28473 0.0 0.0 0.0
H -3.17756 4.51693 0.46993 0.0 0.0 0.0
F -5.50068 6.68851 1.49004 0.0 0.0 0.0
C -5.48197 5.89728 2.58780 0.0 0.0 0.0
C -4.42166 6.00439 3.46250 0.1 0.1 0.0
C -4.40569 5.19530 4.58764 -0.1 -0.1 0.0
C -5.43328 4.28929 4.81209 -0.1 0.0 -0.1
C -6.48596 4.19749 3.90959 0.1 0.1 0.0
C -6.52080 5.01207 2.78571 0.0 -0.1 0.0
H -3.62985 6.71419 3.26406 0.0 0.0 0.0
H -3.58915 5.27336 5.29014 0.0 0.0 0.0
H -5.41518 3.65960 5.69070 0.0 0.0 0.0
H -7.28777 3.49254 4.08040 0.0 0.0 0.0
H -7.33294 4.96498 2.07298 0.0 0.0 0.0
F 4.46782 -8.34349 -5.68579 0.0 0.0 -0.1
C 4.24576 -9.51477 -6.32449 0.0 0.0 0.0
C 5.20799 -10.50025 -6.25513 0.1 0.0 0.0
C 4.96742 -11.70086 -6.90671 0.0 0.0 0.0
C 3.78679 -11.89456 -7.60994 0.0 0.0 0.0
C 2.83821 -10.88291 -7.66126 0.0 0.0 0.0
C 3.06149 -9.67729 -7.01245 -0.1 0.0 0.0
H 6.12087 -10.32430 -5.70311 0.0 0.0 0.0
H 5.70723 -12.48795 -6.86247 0.0 0.0 0.0
H 3.60657 -12.83219 -8.11668 0.0 0.0 0.0
H 1.91828 -11.02941 -8.20996 0.0 0.0 0.0
H 2.33627 -8.87550 -7.03365 0.0 0.0 0.0
F -1.55712 4.98655 6.48127 0.1 0.0 0.0
C -0.43792 5.29807 5.78139 0.0 0.0 0.0
C 0.10738 4.35002 4.93838 0.0 0.0 0.0
C 1.25839 4.68236 4.23644 0.0 -0.1 0.0
C 1.84098 5.93052 4.38795 0.1 0.0 0.0
C 1.27248 6.86013 5.24555 0.0 0.0 0.0
C 0.11769 6.54934 5.95179 0.0 0.1 0.0
H -0.35658 3.37648 4.85051 0.0 0.0 0.0
H 1.71480 3.95705 3.57526 0.0 0.0 0.0
H 2.74566 6.16241 3.84740 0.0 0.1 0.0
H 1.73037 7.83120 5.37326 0.0 0.0 0.0
H -0.34585 7.25711 6.62535 0.0 0.0 0.0
F -8.52072 3.05052 -3.42927 0.0 0.0 0.0
C -8.22320 2.68941 -4.69706 0.0 0.0 0.0
C -8.28461 1.35373 -5.03613 0.0 -0.1 0.0
C -7.97275 0.98969 -6.33781 0.0 0.0 0.0
C -7.60559 1.95218 -7.26750 0.0 0.0 0.0
C -7.55085 3.28787 -6.89497 0.0 0.0 0.0
C -7.86280 3.66910 -5.59840 0.0 0.1 0.0
H -8.56975 0.62204 -4.29270 0.0 0.0 0.0
H -8.01805 -0.05167 -6.62488 0.0 0.0 0.0
H -7.36185 1.66163 -8.27969 0.0 0.0 0.0
H -7.26150 4.04008 -7.61555 0.0 0.0 0.0
H -7.82905 4.70334 -5.28500 0.0 0.0 0.0
F 4.68224 1.19923 4.77839 0.0 -0.1 0.0
C 4.56401 1.83702 5.96105 0.0 0.0 0.0
C 5.64027 1.83522 6.82412 0.1 0.0 0.0
C 5.51836 2.50811 8.03082 0.0 0.0 0.0
C 4.33931 3.16472 8.35390 0.0 0.0 0.0
C 3.27329 3.14767 7.46557 0.0 0.0 0.0
C 3.37892 2.47697 6.25653 -0.1 0.0 0.0
H 6.54989 1.31910 6.54954 0.0 0.0 0.0
H 6.35237 2.52227 8.71882 0.0 0.0 0.0
H 4.25222 3.68921 9.29519 0.0 0.0 0.0
H 2.35133 3.65785 7.71012 0.0 0.0 0.0
H 2.55937 2.45614 5.55159 0.0 0.0 0.0
```
Positions in Å, forces in eV/Å.

Structure (SMILES): CC(C)=CCC[C@@H](C)CCOC(=O)NN.Fc1ccccc1.Fc1ccccc1.Fc1ccccc1.Fc1ccccc1.Fc1ccccc1.Fc1ccccc1.Fc1ccccc1.Fc1ccccc1
Largest force on an atom: 2.4 eV/Å
Charge: 0
E: -91002.6250 eV
Frontier orbital gap: 9.24 eV

Results of the Mulliken charge analysis, in e, for atoms 1 through 5: number 1, C, carries -1.0274; number 2, C, carries 1.3539; number 3, C, carries -1.2343; number 4, C, carries -0.8009; number 5, C, carries -0.6190